(1)
This record from OMol25 describes a molecular structure, C34H48EuN3P in a non-equilibrium geometry. The level of theory is the ωB97M-V functional and the def2-TZVPD basis.

Last column: Löwdin charge in e.
Positions of all 87 atoms, in Å:
Eu 0.626 -0.275 0.738  1.527
N -0.151 -2.150 2.802  -0.014
N 0.768 -2.298 -0.649  -0.117
C 2.318 1.545 0.140  -0.299
C 3.172 0.421 0.460  -0.275
C 2.909 0.004 1.822  -0.305
C 3.532 -1.157 2.573  -0.064
H 4.073 -1.804 1.890  0.060
H 2.797 -1.746 3.127  0.068
H 4.237 -0.705 3.274  0.073
C 1.875 0.874 2.392  -0.340
C 1.232 0.730 3.743  -0.064
H 1.805 1.380 4.401  0.075
H 1.277 -0.294 4.103  0.061
H 0.193 1.053 3.750  0.033
C 1.506 1.866 1.331  -0.345
C 0.443 2.916 1.441  -0.071
H -0.356 2.634 2.126  0.039
H 0.013 3.166 0.475  0.057
H 0.960 3.785 1.842  0.079
C 4.148 -0.252 -0.493  -0.052
H 5.117 -0.264 0.002  0.072
H 4.214 0.333 -1.401  0.041
H 3.879 -1.285 -0.755  0.071
C 2.249 2.300 -1.173  -0.043
H 1.225 2.480 -1.517  0.068
H 2.778 1.762 -1.950  0.047
H 2.738 3.256 -0.992  0.076
C -1.056 -2.610 3.678  -0.250
H -1.271 -1.962 4.528  0.078
C -1.699 -3.841 3.526  -0.162
H -2.427 -4.162 4.270  0.080
C -1.393 -4.624 2.411  -0.196
H -1.872 -5.586 2.260  0.062
C -0.475 -4.160 1.500  -0.100
H -0.204 -4.720 0.608  0.085
C 0.110 -2.920 1.722  -0.414
C 1.100 -2.553 0.734  -0.322
H 2.165 -2.620 0.927  0.066
C 0.786 -1.053 -1.293  -0.273
C 0.515 -3.224 -1.730  -0.025
H 0.439 -4.281 -1.563  0.100
C 0.408 -2.517 -2.845  -0.076
H 0.231 -2.720 -3.844  0.093
N 0.574 -1.162 -2.593  -0.056
C 0.645 0.014 -3.370  -0.164
C 1.854 0.302 -3.984  -0.197
C 1.906 1.430 -4.835  -0.009
H 2.848 1.681 -5.329  0.115
C 0.779 2.228 -5.049  -0.273
C 0.835 3.421 -5.978  -0.063
H 0.798 4.369 -5.424  0.080
H -0.010 3.422 -6.670  0.073
H 1.753 3.420 -6.572  0.069
C -0.411 1.905 -4.393  -0.006
H -1.301 2.518 -4.540  0.114
C -0.493 0.789 -3.532  -0.183
C -1.776 0.474 -2.826  -0.054
H -2.217 -0.487 -3.127  0.091
H -2.532 1.257 -2.998  0.080
H -1.625 0.411 -1.737  0.018
C 3.091 -0.525 -3.771  -0.038
H 3.246 -1.265 -4.569  0.086
H 3.058 -1.083 -2.829  0.059
H 3.997 0.107 -3.753  0.084
C -3.713 -1.973 1.712  -0.164
C -3.635 -0.628 1.040  -0.430
P -1.989 0.175 1.226  0.880
C -2.465 1.639 0.170  -0.445
C -3.242 2.719 0.886  -0.164
C -2.170 0.616 3.047  -0.412
C -3.522 0.806 3.699  -0.163
H -2.994 -2.654 1.257  0.063
H -4.712 -2.384 1.568  0.068
H -3.525 -1.931 2.787  0.047
H -3.812 -0.762 -0.025  0.069
H -4.410 0.055 1.423  0.068
H -1.545 2.069 -0.277  0.046
H -3.094 1.282 -0.660  0.057
H -2.685 3.122 1.729  0.060
H -3.428 3.526 0.177  0.067
H -4.214 2.340 1.207  0.057
H -1.610 -0.167 3.628  0.046
H -1.635 1.572 3.207  0.043
H -4.137 -0.089 3.713  0.057
H -3.346 1.093 4.739  0.071
H -4.069 1.630 3.236  0.050

* multiplicity: 7
* net charge: -1
* energy relative to the best compared isomer or geometry (same formula, charge and spin): 1.2964 eV
* <S²>: 12.03

(2)
This record from OMol25 describes a molecular structure, C34H48FeGeNO4Si4 in a non-equilibrium geometry. The level of theory is the ωB97M-V functional and the def2-TZVPD basis.

Last column: Löwdin charge in e.
Positions of all 93 atoms, in Å:
Fe 0.000 0.000 0.000  0.461
O 0.091 -1.194 3.720  -0.064
C -0.084 -0.940 2.417  -0.581
O 0.446 -0.023 1.803  -0.216
C -0.938 -1.866 1.683  -0.259
C -1.344 -3.136 2.032  0.067
C -1.877 -3.931 1.008  0.038
C -1.910 -3.454 -0.313  0.036
C -1.479 -2.158 -0.527  -0.222
N -1.100 -1.362 0.465  -0.016
C -1.132 -1.495 -1.797  -0.386
O -1.711 -1.966 -2.918  0.175
O -0.331 -0.567 -1.745  -0.048
H 0.696 -0.477 4.010  0.037
H -1.194 -3.519 3.035  0.165
H -2.185 -4.952 1.225  0.131
H -2.193 -4.113 -1.124  0.133
H -2.442 -2.592 -2.774  0.137
C -3.691 1.212 -1.338  -0.191
Si -3.611 0.765 0.467  0.364
C -3.892 -1.061 0.696  -0.183
C -4.934 1.707 1.391  -0.198
Si -1.572 1.343 1.315  0.626
Si -0.933 3.491 0.882  0.334
C -1.079 3.836 -0.942  -0.215
C -2.062 4.651 1.814  -0.203
C 0.819 3.757 1.453  -0.192
Si -1.201 0.653 3.459  0.480
C 0.569 0.988 3.932  -0.135
C -1.578 -1.164 3.612  -0.223
C -2.329 1.609 4.600  -0.165
H -4.584 0.778 -1.800  0.043
H -2.820 0.836 -1.883  0.022
H -3.746 2.294 -1.481  0.030
H -4.776 -1.384 0.137  0.057
H -4.063 -1.312 1.746  0.043
H -3.040 -1.646 0.337  -0.016
H -5.924 1.451 1.002  0.043
H -4.804 2.788 1.282  0.025
H -4.923 1.467 2.457  0.023
H -2.124 3.898 -1.256  0.026
H -0.586 3.061 -1.537  -0.014
H -0.608 4.793 -1.188  0.046
H -3.103 4.531 1.502  0.022
H -1.778 5.692 1.627  0.042
H -2.006 4.481 2.893  0.021
H 1.485 2.974 1.078  0.005
H 0.886 3.773 2.543  0.029
H 1.198 4.717 1.089  0.050
H 1.264 0.605 3.179  0.035
H 0.808 0.502 4.883  0.105
H 0.753 2.058 4.059  0.091
H -1.080 -1.744 2.829  -0.068
H -2.652 -1.356 3.553  0.097
H -1.232 -1.546 4.578  0.148
H -2.134 2.684 4.545  0.030
H -2.175 1.296 5.638  0.045
H -3.381 1.439 4.355  0.029
C 2.898 2.641 -4.559  -0.076
C 2.261 3.196 -3.445  -0.070
C 2.135 2.452 -2.268  -0.139
C 2.647 1.149 -2.200  -0.318
C 3.285 0.596 -3.319  -0.092
C 3.409 1.342 -4.496  -0.073
Ge 2.463 0.140 -0.567  1.032
C 3.129 -1.656 -0.794  -0.313
C 4.198 -2.129 -0.020  -0.092
C 4.669 -3.434 -0.197  -0.071
C 4.074 -4.270 -1.147  -0.077
C 3.008 -3.802 -1.920  -0.078
C 2.536 -2.498 -1.745  -0.124
C 3.365 1.025 0.890  -0.315
C 3.270 0.496 2.184  -0.149
C 3.919 1.127 3.251  -0.076
C 4.663 2.289 3.028  -0.068
C 4.760 2.820 1.738  -0.063
C 4.113 2.191 0.670  -0.094
H 2.995 3.218 -5.470  0.103
H 1.865 4.202 -3.494  0.103
H 1.640 2.890 -1.410  0.067
H 3.688 -0.407 -3.285  0.092
H 3.903 0.913 -5.358  0.103
H 4.670 -1.494 0.716  0.093
H 5.495 -3.797 0.400  0.104
H 4.440 -5.280 -1.284  0.104
H 2.548 -4.450 -2.656  0.101
H 1.710 -2.143 -2.348  0.089
H 2.696 -0.404 2.366  0.094
H 3.844 0.715 4.249  0.106
H 5.165 2.776 3.853  0.105
H 5.337 3.719 1.566  0.107
H 4.199 2.612 -0.321  0.099
H -0.060 1.353 -1.005  0.085

* multiplicity: 5
* E_tot: -6177.89725 a.u.
* net charge: +1
* <S²>: 6.17

(3)
This record from OMol25 describes a molecular structure, C34H48Ge2N4NaO3S in a non-equilibrium geometry. The level of theory is the ωB97M-V functional and the def2-TZVPD basis.

Last column: Löwdin charge in e.
Positions of all 93 atoms, in Å:
Na -0.070 0.948 -2.468  0.249
O -2.429 1.579 1.114  -0.011
C -1.686 1.749 0.128  -0.647
O -0.874 0.918 -0.360  -0.174
C -1.835 3.029 -0.634  -0.153
C -3.140 3.601 -0.553  -0.030
C -3.497 4.703 -1.284  -0.128
C -2.544 5.350 -2.060  -0.120
C -1.292 4.788 -2.079  -0.173
C -0.836 3.678 -1.333  -0.597
S 0.930 3.227 -1.391  0.500
H -3.918 3.042 -0.087  0.100
H -4.490 5.105 -1.148  0.086
H -2.763 6.286 -2.669  0.115
H -0.546 5.334 -2.633  0.067
C 1.956 -1.860 -0.176  -0.165
C 1.966 -0.429 0.324  -0.380
Ge 0.822 -0.139 1.843  0.872
C 0.806 1.700 2.475  -0.346
C -0.207 2.175 3.542  -0.149
C 1.516 -1.216 3.395  -0.213
C 0.489 -1.898 3.980  -0.373
Ge -1.016 -1.638 2.642  0.962
C -1.338 -3.352 1.607  -0.369
C -0.412 -4.461 1.995  -0.198
C -2.858 -1.142 3.219  -0.359
C -3.383 -1.879 4.467  -0.182
C 0.662 -2.672 5.206  -0.255
C 1.571 -3.766 5.177  -0.043
C 1.714 -4.565 6.323  -0.099
C 1.051 -4.235 7.510  -0.125
C 0.178 -3.157 7.536  -0.105
C -0.069 -2.409 6.385  -0.040
H 2.656 -1.989 -1.017  0.065
H 0.924 -2.158 -0.444  0.057
H 2.305 -2.498 0.698  0.075
H 1.708 0.269 -0.435  0.002
H 2.967 -0.131 0.605  0.066
H 0.574 2.308 1.624  0.023
H 1.797 1.974 2.691  0.040
H -1.259 2.029 3.158  0.066
H -0.086 3.234 3.669  0.050
H -0.080 1.684 4.490  0.044
H 2.459 -1.299 3.879  0.040
H -1.152 -3.185 0.550  0.011
H -2.348 -3.645 1.850  0.049
H 0.624 -4.142 1.828  0.055
H -0.557 -5.356 1.412  0.057
H -0.419 -4.696 3.077  0.068
H -3.445 -1.588 2.380  0.052
H -3.080 -0.096 3.271  0.034
H -3.189 -2.916 4.331  0.039
H -4.449 -1.781 4.603  0.053
H -2.862 -1.557 5.411  0.061
H 2.028 -4.010 4.203  0.113
H 2.398 -5.421 6.438  0.098
H 1.203 -4.890 8.355  0.088
H -0.350 -2.898 8.446  0.093
H -0.841 -1.626 6.423  0.102
N -2.265 -1.282 -0.817  0.168
C -1.638 -1.968 -1.816  -0.369
C -1.771 -3.367 -1.939  -0.057
C -1.091 -4.018 -2.907  -0.093
C -0.392 -3.261 -3.863  -0.091
C -0.349 -1.890 -3.713  -0.163
N -0.937 -1.270 -2.722  0.088
H -2.771 -1.873 -0.167  0.087
H -1.854 -0.355 -0.603  0.047
H -2.352 -3.977 -1.286  0.098
H -1.136 -5.101 -2.951  0.104
H 0.045 -3.780 -4.704  0.085
H 0.153 -1.268 -4.516  0.112
C 3.355 0.868 -3.577  -0.058
N 2.932 1.974 -4.355  -0.083
C 3.588 3.289 -4.129  -0.161
C 3.228 4.229 -5.217  -0.155
C 1.683 4.301 -5.256  -0.174
N 1.090 2.997 -5.336  -0.083
C -0.333 3.005 -5.652  -0.030
C 1.658 1.868 -4.804  -0.478
O 1.056 0.768 -4.673  -0.046
H 2.960 0.869 -2.528  0.097
H 4.424 0.913 -3.590  0.079
H 3.030 -0.082 -3.981  0.089
H 4.686 3.104 -4.150  0.128
H 3.245 3.654 -3.141  0.096
H 3.565 3.834 -6.189  0.122
H 3.629 5.231 -5.088  0.114
H 1.405 4.833 -6.159  0.111
H 1.271 4.895 -4.422  0.118
H -0.898 3.529 -4.903  0.073
H -0.677 1.926 -5.637  0.104
H -0.515 3.402 -6.695  0.102

* multiplicity: 1
* net charge: -1
* energy relative to the best compared isomer or geometry (same formula, charge and spin): 0.0000 eV